1.
Below is the molecule C2H4NO2PS2, with properties calculated with ωB97M-V/def2-TZVPD.

Structure (ORCA input):
```
! RIJCOSX wB97M-V def2-TZVPD def2/J DEFGRID3
* xyz 0 1
O 0.81661 1.83254 2.35602
N 1.49970 2.07349 1.36654
O 1.71227 3.16689 0.90889
P 2.22954 0.56583 0.65219
C 0.53623 -0.25590 0.40869
C -0.11853 0.46637 -0.80467
S 1.03485 0.25736 -2.25521
S 2.52196 1.35050 -1.34041
H -0.08273 0.29750 1.21734
H 0.58026 -1.34927 0.52415
H -1.01562 0.05539 -1.27244
H -0.13042 1.43331 -0.43478
*
```

The HOMO-LUMO gap comes out at 8.628 eV. As for the SMILES: O=[N+]([O-])P1CCSS1.

***

2.
Below is a structure of composition C29H42Cl2MnN4O2PS, with properties calculated with ωB97M-V/def2-TZVPD.

Structure (ORCA input):
```
! RIJCOSX wB97M-V def2-TZVPD def2/J DEFGRID3
* xyz 1 2
Mn -0.35124 -0.34363 0.37065
C -1.11507 -0.83432 3.59632
O -0.14082 -0.68489 2.56110
C 1.16972 -0.97896 2.89337
C 1.61870 -1.05246 4.20143
C 2.95524 -1.33505 4.44878
C 3.82996 -1.54677 3.39413
C 3.37370 -1.47501 2.08926
C 2.04105 -1.18368 1.82337
N 1.49082 -1.06926 0.51614
N 2.35005 -1.16967 -0.41471
C 2.03169 -1.09798 -1.72167
C 0.70801 -0.92356 -2.22531
O -0.32508 -0.89973 -1.46078
C 0.52676 -0.77625 -3.63389
C 1.58072 -0.80818 -4.48057
C 2.91988 -1.01234 -4.02479
C 3.99624 -1.05987 -4.93022
C 5.27739 -1.24902 -4.48413
C 5.51448 -1.40424 -3.11075
C 4.47682 -1.37072 -2.21066
C 3.15526 -1.16636 -2.64612
H -1.05847 -0.00135 4.29774
H -0.96359 -1.77928 4.11743
H -2.08308 -0.83623 3.10706
H 0.94461 -0.88317 5.02768
H 3.30497 -1.38611 5.47062
H 4.87165 -1.76380 3.58592
H 4.04164 -1.63715 1.25622
H -0.48261 -0.63710 -3.99823
H 1.41557 -0.67517 -5.54373
H 3.79685 -0.95086 -5.98951
H 6.10156 -1.28642 -5.18332
H 6.52563 -1.55376 -2.75540
H 4.66580 -1.50369 -1.15561
C -1.55493 3.67051 -0.22686
C -0.36543 3.42709 0.70084
P 0.61779 1.93197 0.29540
C 2.10023 2.08408 1.38294
C 2.55203 3.48313 1.80246
C 1.22862 2.27125 -1.40277
C 1.94269 3.59615 -1.66319
H -2.09806 4.56060 0.09129
H -2.24516 2.83005 -0.22600
H -1.22314 3.83649 -1.25320
H -0.69204 3.31349 1.73836
H 0.30402 4.28679 0.66320
H 2.90465 1.55946 0.85827
H 1.88845 1.49656 2.27889
H 2.76779 4.12612 0.95164
H 3.46236 3.40381 2.39733
H 1.80186 3.97718 2.41894
H 0.35678 2.17409 -2.05612
H 1.88864 1.43855 -1.65240
H 1.36340 4.45388 -1.32031
H 2.10209 3.71761 -2.73489
H 2.92010 3.62302 -1.18373
Cl -0.73888 -4.88052 -1.25352
C -0.20868 -4.31115 0.32692
Cl -1.28938 -3.04843 0.96292
H 0.78036 -3.87771 0.22787
H -0.22158 -5.13902 1.02474
C -3.40981 -1.27874 -1.72936
N -4.36003 -1.09420 -0.63781
C -5.47852 -2.03114 -0.66491
C -4.13105 -0.26039 0.38656
S -2.58862 0.38227 0.73572
N -5.17167 0.09946 1.17038
C -4.95294 0.71214 2.47378
C -6.47581 0.43733 0.59776
H -3.96449 -1.30330 -2.66853
H -2.87112 -2.21929 -1.61501
H -2.69231 -0.46704 -1.76082
H -5.09544 -2.99904 -0.98809
H -6.25667 -1.72386 -1.36493
H -5.90626 -2.14209 0.32750
H -4.14776 0.21118 3.00225
H -5.87266 0.60850 3.04743
H -4.70372 1.77206 2.38233
H -6.49280 0.26549 -0.47166
H -6.66554 1.49902 0.76914
H -7.27215 -0.13737 1.07143
*
```

The HOMO-LUMO gap (spin up / spin down) comes out at 6.802 / 6.581 eV.

***

3.
Below is a structure of composition C4H13N3O, with properties calculated with ωB97M-V/def2-TZVPD.

Structure (ORCA input):
```
! RIJCOSX wB97M-V def2-TZVPD def2/J DEFGRID3
* xyz 0 1
C 0.48176 0.45119 -1.81254
C 0.31742 0.01189 -3.06461
N 1.17860 -0.77716 -3.78244
N -0.57143 1.17730 -1.10942
H 1.41651 0.35343 -1.27784
H -0.54176 0.36520 -3.62805
H 0.79155 -1.40505 -4.45371
H 1.95695 -1.15698 -3.26932
H -0.14979 1.99046 -0.66225
H -0.88701 0.41560 -0.20362
H -1.32653 1.35267 -1.75982
C 0.29452 -0.56887 2.86003
O 0.68389 0.07826 3.93109
C -0.80925 0.18085 2.09384
N -1.14312 -0.44353 0.76461
H 1.08828 -0.75838 2.05395
H -0.12513 -1.60288 3.05928
H -1.70123 0.23926 2.71606
H -0.43274 1.19462 1.91941
H -2.10676 -0.75201 0.81783
H -0.59910 -1.30543 0.72715
*
```

The HOMO-LUMO gap comes out at 5.675 eV.

***

4.
Below is a structure of composition C36H66N2O8S, with properties calculated with ωB97M-V/def2-TZVPD.

Structure (ORCA input):
```
! RIJCOSX wB97M-V def2-TZVPD def2/J DEFGRID3
* xyz 0 1
C -1.89721 3.49116 0.69354
C -0.96124 3.65431 -0.50888
C -1.34694 2.82967 -1.72255
C -0.23045 1.97224 -2.27569
C -0.73888 0.84989 -3.15942
C -1.22733 -0.36224 -2.39475
C -0.20762 -1.48719 -2.28297
C 0.66174 -1.39396 -1.05044
C 1.87621 -2.33547 -1.08662
C 1.85176 -3.48774 -0.07854
C 2.58565 -3.24822 1.20459
C 2.06311 -3.55799 2.43750
C 2.76795 -3.37920 3.66485
C 2.21269 -3.73264 5.02694
C 0.79046 -4.24153 5.15161
C -0.19884 -3.17245 5.53943
C 0.08241 -2.50448 6.85818
C -0.52592 -1.12034 6.95393
C 0.25276 -0.13153 6.16969
O 1.49564 0.05698 6.86068
C 2.49283 0.51562 6.07418
C 2.48236 1.96424 5.83794
O 3.30707 -0.22394 5.64942
C 4.01351 -2.84232 3.63171
C 4.59534 -2.51765 2.39636
N 5.81447 -2.02187 2.19517
S 6.00869 -1.87506 0.61154
N 4.62029 -2.40657 0.11065
C 3.90225 -2.72609 1.19127
H -1.43530 2.89178 1.45876
H -2.10224 4.44440 1.14290
H -2.82638 3.04265 0.40137
H 0.03786 3.39721 -0.19618
H -0.93922 4.69449 -0.77678
H -1.70555 3.48198 -2.50278
H -2.15534 2.16077 -1.45800
H 0.44974 2.58103 -2.85052
H 0.33765 1.60293 -1.43519
H 0.03494 0.56840 -3.85143
H -1.54599 1.25266 -3.74755
H -2.11057 -0.75047 -2.87296
H -1.51738 -0.07661 -1.39529
H 0.44289 -1.48110 -3.13853
H -0.72784 -2.43346 -2.25405
H 0.04653 -1.55630 -0.17626
H 1.02923 -0.38365 -0.99865
H 1.90445 -2.76858 -2.07064
H 2.77884 -1.76645 -0.99428
H 2.25251 -4.37869 -0.54402
H 0.82201 -3.70276 0.15449
H 1.07050 -3.95601 2.46069
H 2.87932 -4.44770 5.47424
H 2.31788 -2.83834 5.61444
H 0.76309 -5.00846 5.90936
H 0.47180 -4.73325 4.25558
H -1.17087 -3.63367 5.61543
H -0.28428 -2.45513 4.73873
H -0.30923 -3.10309 7.66170
H 1.13727 -2.37998 7.04346
H -0.52572 -0.79506 7.98148
H -1.55544 -1.12439 6.62577
H -0.26948 0.80835 6.04644
H 0.45168 -0.52552 5.18053
H 1.63208 2.22278 5.23277
H 3.39593 2.22401 5.34279
H 2.38555 2.49434 6.77116
H 4.56397 -2.68267 4.53457
C 5.57866 4.22686 -6.24410
O 4.28490 4.15801 -6.79438
C 3.54138 3.07580 -6.26497
C 2.07832 3.20796 -6.61400
O 1.35979 4.09301 -5.76824
C 1.54246 5.48239 -5.99353
C 0.79203 6.01548 -7.19028
O 1.49700 5.74574 -8.38783
C 0.69543 5.94402 -9.52772
H 6.14450 3.30783 -6.43793
H 6.09153 5.06197 -6.71591
H 5.54051 4.39919 -5.16160
H 3.64859 3.04279 -5.17323
H 3.92741 2.13537 -6.68494
H 1.61391 2.23214 -6.45778
H 1.95644 3.47707 -7.66504
H 2.60190 5.73784 -6.05919
H 1.13129 5.96672 -5.10555
H 0.67068 7.10339 -7.08249
H -0.20276 5.55341 -7.22544
H -0.16092 5.25894 -9.53432
H 1.31244 5.74492 -10.40097
H 0.32616 6.97538 -9.58217
C -7.13939 -2.40548 -1.12111
O -6.37515 -2.15313 0.03389
C -7.00001 -2.64957 1.20320
C -6.03177 -2.65887 2.36161
O -5.15497 -3.77495 2.37194
C -4.05658 -3.73271 1.47477
C -2.91871 -2.85880 1.94267
O -3.18108 -1.49690 1.66230
C -2.30473 -0.62308 2.33670
H -8.13109 -1.94270 -1.05262
H -6.60759 -1.97457 -1.96641
H -7.26025 -3.48252 -1.28908
H -7.36600 -3.66977 1.03204
H -7.85582 -2.00594 1.45452
H -6.61548 -2.75097 3.27952
H -5.47787 -1.71857 2.40263
H -4.37374 -3.44326 0.47073
H -3.68739 -4.75946 1.43253
H -1.99511 -3.16027 1.42261
H -2.77743 -3.00098 3.01672
H -2.41562 -0.69508 3.42558
H -2.55396 0.38988 2.02648
H -1.25955 -0.83061 2.06757
*
```

The HOMO-LUMO gap comes out at 8.232 eV.